[1]
{
  "formula": "C18H18ClNO3S",
  "method": "ωB97M-V/def2-TZVPD",
  "symbols": ["C", "O", "C", "C", "C", "C", "C", "N", "S", "C", "Cl", "C", "O", "C", "C", "C", "C", "C", "C", "O", "C", "C", "C", "C", "H", "H", "H", "H", "H", "H", "H", "H", "H", "H", "H", "H", "H", "H", "H", "H", "H", "H"],
  "positions_angstrom": [[-0.48, -1.83, 4.83], [-1.24, -1.29, 3.77], [-0.90, -1.62, 2.49], [0.14, -2.47, 2.14], [0.39, -2.71, 0.80], [-0.36, -2.11, -0.19], [-1.39, -1.25, 0.16], [-2.17, -0.63, -0.81], [-1.77, -0.49, -2.41], [-0.89, 1.17, -2.56], [-1.70, 2.07, -3.86], [-1.11, 1.88, -1.23], [-2.07, 2.59, -1.03], [-0.11, 1.53, -0.22], [-0.30, 1.94, 1.11], [0.56, 1.52, 2.09], [1.62, 0.68, 1.77], [1.84, 0.28, 0.47], [0.98, 0.71, -0.54], [1.23, 0.29, -1.80], [0.61, 1.00, -2.87], [0.82, 0.14, -4.12], [1.28, 2.36, -3.03], [-1.67, -1.02, 1.50], [-0.92, -1.43, 5.74], [-0.55, -2.93, 4.85], [0.57, -1.54, 4.76], [0.75, -2.95, 2.88], [1.19, -3.38, 0.52], [-0.15, -2.30, -1.24], [-2.98, -0.12, -0.48], [-1.15, 2.57, 1.32], [0.41, 1.84, 3.11], [2.30, 0.35, 2.54], [2.66, -0.36, 0.21], [0.40, 0.63, -4.99], [1.89, 0.00, -4.27], [0.35, -0.83, -3.99], [0.88, 2.88, -3.90], [2.35, 2.21, -3.17], [1.13, 2.98, -2.15], [-2.46, -0.35, 1.79]],
  "lowdin_charge": [-0.0893, -0.0840, -0.2848, -0.0416, -0.0810, -0.0671, -0.3257, -0.3088, 1.0055, -0.8487, 0.7236, -0.4422, 0.0872, -0.1089, -0.0037, -0.0747, -0.0587, 0.0103, -0.2238, 0.0161, -0.5932, -0.0327, -0.0057, 0.0429, 0.0929, 0.0959, 0.0918, 0.0997, 0.1095, 0.0900, 0.1077, 0.1255, 0.1068, 0.1102, 0.1263, 0.0761, 0.0955, 0.0630, 0.0727, 0.0981, 0.0957, 0.1317],
  "multiplicity": 1,
  "e_homo_ev": -8.187,
  "e_lumo_ev": -0.08,
  "smiles": "COc1cccc(NS[C@@]2(Cl)C(=O)c3ccccc3OC2(C)C)c1"
}

***

[2]
{
  "formula": "C15H22N2O4",
  "method": "ωB97M-V/def2-TZVPD",
  "symbols": ["O", "C", "C", "C", "O", "N", "C", "O", "C", "C", "C", "C", "C", "C", "C", "C", "N", "C", "C", "C", "O", "H", "H", "H", "H", "H", "H", "H", "H", "H", "H", "H", "H", "H", "H", "H", "H", "H", "H", "H", "H", "H", "H"],
  "positions_angstrom": [[1.18, -1.40, -1.94], [1.91, -0.60, -1.38], [1.50, 0.02, -0.06], [2.12, -0.71, 1.11], [3.52, -0.45, 1.12], [0.07, -0.07, 0.01], [-0.68, 0.73, 0.80], [-0.18, 1.55, 1.55], [-2.17, 0.58, 0.66], [-2.89, 1.73, -0.11], [-3.98, 1.65, 0.96], [-3.02, 0.94, 1.90], [-5.40, 1.39, 0.69], [-4.97, 2.80, 1.14], [-5.31, 3.03, 2.64], [-4.33, 3.91, 1.97], [3.17, -0.33, -1.78], [3.84, 0.98, -1.64], [4.57, 1.12, -2.97], [4.77, -0.33, -3.33], [3.53, -0.94, -2.99], [1.79, 1.07, 0.01], [1.65, -0.33, 2.02], [1.90, -1.78, 1.02], [3.90, -0.88, 1.89], [-0.35, -0.72, -0.63], [-2.44, -0.39, 0.25], [-2.33, 2.65, -0.02], [-3.16, 1.55, -1.15], [-3.37, 0.10, 2.51], [-2.46, 1.64, 2.52], [-5.86, 1.29, -0.29], [-5.89, 0.84, 1.48], [-6.32, 3.42, 2.72], [-5.02, 2.29, 3.37], [-3.30, 3.69, 2.24], [-4.50, 4.93, 1.67], [3.12, 1.78, -1.46], [4.53, 0.94, -0.79], [3.94, 1.61, -3.71], [5.50, 1.68, -2.86], [4.92, -0.51, -4.39], [5.59, -0.79, -2.76]],
  "lowdin_charge": [0.0920, -0.3958, -0.2217, -0.1794, -0.0498, 0.1170, -0.4482, 0.0619, -0.1835, -0.0341, -0.4180, -0.0495, -0.0010, -0.2267, -0.1182, -0.0798, -0.0210, -0.1102, -0.1288, -0.1683, -0.0424, 0.1497, 0.1248, 0.1373, 0.0921, 0.1397, 0.1455, 0.1234, 0.1185, 0.1188, 0.1110, 0.1001, 0.1097, 0.1036, 0.1053, 0.1003, 0.0944, 0.1236, 0.1178, 0.1184, 0.1174, 0.1271, 0.1271],
  "multiplicity": 1,
  "e_homo_ev": -8.320,
  "e_lumo_ev": 0.67,
  "smiles": "O=C([C@H](CO)NC(=O)[C@H]1C[C@@]2(C1)C[C@]21CC1)N1CCCO1"
}

***

[3]
{
  "formula": "C2H8NS2",
  "method": "ωB97M-V/def2-TZVPD",
  "symbols": ["C", "C", "N", "S", "S", "H", "H", "H", "H", "H", "H", "H", "H"],
  "positions_angstrom": [[-1.61, -0.04, -0.13], [0.86, -0.22, 0.42], [-0.21, 0.48, -0.30], [2.47, 0.90, 0.00], [1.12, -1.88, -0.07], [-2.32, 0.59, -0.63], [-1.67, -1.05, -0.33], [-2.03, -0.02, 0.93], [0.60, -0.10, 1.75], [-0.13, 0.48, -1.44], [-0.26, 1.51, -0.21], [2.09, 1.95, 0.73], [2.11, -2.33, 0.71]],
  "lowdin_charge": [-0.0358, -1.0305, -0.1571, 0.8046, 0.7569, 0.1018, 0.0553, 0.1358, 0.2018, 0.2424, 0.1554, -0.1344, -0.0962],
  "multiplicity": 3,
  "e_homo_ev": [-9.889, -13.665],
  "total_charge": 1,
  "e_lumo_ev": [-3.50, -7.59]
}

***

[4]
{
  "formula": "C4H10N",
  "method": "ωB97M-V/def2-TZVPD",
  "symbols": ["C", "C", "C", "C", "N", "H", "H", "H", "H", "H", "H", "H", "H", "H", "H"],
  "positions_angstrom": [[-2.03, -1.11, -0.25], [-1.51, 0.05, 0.29], [0.19, 1.86, 0.30], [2.00, -1.29, -0.08], [-0.33, 0.52, -0.14], [-2.98, -1.46, 0.03], [-1.52, -1.25, -1.21], [-1.69, 0.58, 1.19], [-0.26, 2.36, 1.12], [1.26, 1.64, 0.44], [0.28, 2.39, -0.65], [2.27, -1.38, 0.96], [1.29, -2.06, -0.48], [2.72, -0.90, -0.74], [0.29, 0.04, -0.78]],
  "lowdin_charge": [0.1973, -0.0996, 0.0262, 0.0968, 0.0251, 0.0800, 0.1024, 0.1327, 0.0932, 0.1013, 0.1113, 0.0114, 0.0267, -0.0127, 0.1079],
  "multiplicity": 1,
  "e_homo_ev": [-14.927, -13.440],
  "total_charge": 1,
  "e_lumo_ev": [-4.56, -7.02]
}